No. 1
The following is a quantum chemistry calculation of C12H15Cl2NO3 in the gas phase, from the OMol25 dataset.

The energy above the lowest of the compared OMol25 structures with the same formula, charge and spin comes out at 0.0 kJ/mol. As for the LUMO energy: 0.63 eV. As for the strongest force on any atom: 0.52 eV/A. As for the SMILES: COCCNC(=O)[C@H](C)Oc1ccc(Cl)cc1Cl. As for the multiplicity: 1.

Last column: Mulliken charge in e.
Positions of all 33 atoms, in Å:
C  0.3479  2.8756  0.0937  -0.42
H  -0.6304  2.3804  0.0452  0.12
O  0.8968  3.0286  -1.1960  -0.43
C  1.0373  1.8379  -1.9202  -0.26
C  2.1426  0.8979  -1.3842  -0.87
N  1.6178  -0.2498  -0.6842  -0.04
C  1.6637  -0.4092  0.6491  0.34
O  2.1832  0.3686  1.4214  -0.67
C  1.0066  -1.7193  1.1152  0.38
C  1.9978  -2.8692  0.9571  -1.59
H  2.8900  -2.6618  1.5406  0.42
H  1.5460  -3.7941  1.3054  0.42
H  2.2718  -2.9873  -0.0882  0.33
H  0.7296  -1.6176  2.1724  0.33
O  -0.1293  -2.0327  0.3235  -0.48
C  -1.2158  -1.2215  0.3822  0.26
C  -1.3721  -0.1365  1.2378  -0.21
C  -2.5327  0.6196  1.2172  -0.95
C  -3.5490  0.3027  0.3334  0.40
C  -3.4159  -0.7684  -0.5389  -0.66
C  -2.2566  -1.5175  -0.5100  0.55
Cl  -2.0626  -2.8443  -1.5938  -0.21
H  -4.2019  -1.0150  -1.2338  0.45
Cl  -4.9925  1.2463  0.3017  -0.22
H  -2.6390  1.4562  1.8890  0.42
H  -0.5884  0.1384  1.9245  0.39
H  1.1197  -0.9405  -1.2274  0.22
H  2.7610  0.5453  -2.2132  0.44
H  2.7720  1.4497  -0.6823  0.41
H  1.2884  2.1598  -2.9332  0.30
H  0.0801  1.2906  -1.9496  0.29
H  1.0070  2.3057  0.7559  0.21
H  0.2272  3.8815  0.4899  0.32

No. 2
The following is a quantum chemistry calculation of a molecular structure, C3H4N4O, from the OMol25 dataset.

The energy above the lowest of the compared OMol25 structures with the same formula, charge and spin comes out at 104.2 kJ/mol. As for the LUMO energy: 0.56 eV. As for the strongest force on any atom: 4.72 eV/A. As for the multiplicity: 1.

Last column: Mulliken charge in e.
Positions of all 12 atoms, in Å:
C  -2.1289  0.1109  0.0427  0.08
C  0.2553  0.2389  -0.2063  0.47
C  2.2377  0.0377  -0.0616  -0.11
H  -3.0581  0.5829  0.1452  0.44
H  -0.9632  1.9285  0.3725  0.30
H  3.3106  0.2625  -0.1398  0.40
H  -0.2362  -1.6491  0.0099  0.31
N  -0.9746  0.8525  0.0943  -0.14
N  1.2597  1.0174  -0.1936  -0.60
N  1.8603  -1.2156  0.1301  -0.91
N  0.5063  -1.0311  0.0139  0.42
O  -2.0688  -1.1355  -0.2074  -0.65

No. 3
The following is a quantum chemistry calculation of a molecular structure, C24H17ClF3N2O4PTi, from the OMol25 dataset.

The energy above the lowest of the compared OMol25 structures with the same formula, charge and spin comes out at 260.9 kJ/mol. As for the LUMO energy (alpha / beta): 0.03 / -0.10 eV. As for the strongest force on any atom: 3.50 eV/A. As for the multiplicity: 3.

Last column: Mulliken charge in e.
Positions of all 53 atoms, in Å:
Ti  -0.1873  0.2683  0.0298  0.29
O  -0.6772  4.6811  -3.9593  -0.47
C  -1.1589  3.5766  -3.3456  0.59
O  -1.9853  2.8924  -3.8600  -0.50
C  -0.5759  3.3097  -1.9971  -0.30
C  -0.6737  4.1292  -0.9005  -0.40
N  -0.1393  3.4717  0.1498  -0.16
N  0.3447  2.2756  -0.2105  0.03
C  0.0723  2.1470  -1.5209  0.50
C  0.6803  0.9585  -2.2049  0.46
O  0.8558  0.9041  -3.3990  -0.64
O  1.0305  0.0605  -1.3176  -0.53
H  0.0715  5.0429  -3.4764  0.38
H  -1.1168  5.1065  -0.7959  0.52
H  0.0558  3.8297  1.0699  0.19
Cl  0.7592  -2.0203  0.5427  -0.13
C  1.3093  -2.0720  2.1913  0.61
C  1.9643  -3.2075  2.6346  -0.52
C  2.4330  -3.2566  3.9371  -0.47
C  2.2471  -2.1716  4.7838  -0.82
C  1.5937  -1.0417  4.3302  -0.13
C  1.1032  -0.9725  3.0235  -0.88
P  0.2716  0.5155  2.3861  2.37
C  1.4492  1.8124  2.9138  0.58
C  1.3482  2.5733  4.0742  -0.38
C  2.3818  3.4295  4.4302  -0.68
C  3.5175  3.5230  3.6395  -0.47
C  3.6152  2.7788  2.4696  -0.75
C  2.5839  1.9300  2.1059  -0.48
C  -1.1710  0.7448  3.4744  0.28
C  -1.6242  -0.2333  4.3542  -0.69
C  -2.7827  -0.0236  5.0879  -0.67
C  -3.4998  1.1535  4.9436  -0.55
C  -3.0682  2.1205  4.0458  -0.78
C  -1.9159  1.9130  3.3079  -0.20
H  2.1087  -4.0441  1.9639  0.47
H  2.9445  -4.1412  4.2913  0.40
H  2.6177  -2.2116  5.8000  0.40
H  1.4553  -0.1907  4.9861  0.47
H  0.4595  2.4995  4.6906  0.42
H  2.3037  4.0219  5.3332  0.42
H  4.3272  4.1775  3.9353  0.39
H  4.4946  2.8642  1.8444  0.44
H  2.6377  1.3513  1.1898  0.29
H  -1.0741  -1.1588  4.4628  0.41
H  -3.1292  -0.7895  5.7700  0.42
H  -4.3975  1.3149  5.5260  0.39
H  -3.6367  3.0318  3.9124  0.42
H  -1.5964  2.6548  2.5849  0.29
F  -1.9482  -0.9241  0.7949  -0.07
C  -2.6856  -0.2156  -0.2309  -0.73
F  -1.8035  -0.5142  -1.3183  -0.05
F  -2.1417  1.1223  0.1016  0.02

No. 4
The following is a quantum chemistry calculation of a gas-phase ion, C5H16N3 (charge +1), from the OMol25 dataset.

Its net charge is +1. The energy above the lowest of the compared OMol25 structures with the same formula, charge and spin comes out at 310.7 kJ/mol. As for the LUMO energy: -2.61 eV. As for the strongest force on any atom: 5.06 eV/A. As for the SMILES: C[C@@H](N)[C@@H](N)[NH+](C)C. As for the multiplicity: 1.

Last column: Mulliken charge in e.
Positions of all 24 atoms, in Å:
C  2.6799  -0.6525  -0.0194  -1.25
C  -2.0846  0.6793  -1.0621  -0.75
C  -1.7300  0.1816  1.3520  -0.66
C  1.3946  0.0529  0.3897  0.01
C  -0.0898  -0.5897  -0.4521  -0.91
N  -0.3702  -1.9709  -0.2064  -0.61
N  -1.0967  0.3806  0.0041  0.18
N  1.1251  1.5149  0.1304  -0.58
H  3.0251  -0.3540  -1.1234  0.31
H  3.4493  -0.5028  0.6163  0.42
H  2.4148  -1.6943  0.0066  0.34
H  -2.3633  1.8456  -1.0922  0.31
H  -1.5615  0.4593  -1.9434  0.30
H  -2.9985  0.0896  -0.9594  0.41
H  -1.3516  1.0267  2.0638  0.29
H  -2.8185  0.1702  1.2691  0.37
H  -1.4825  -0.8909  1.8422  0.25
H  1.0217  -0.2579  1.3187  0.47
H  0.0625  -0.4198  -1.4898  0.62
H  -0.0521  -2.1919  0.7832  0.31
H  0.1286  -2.6265  -0.6964  0.29
H  -0.3698  1.0874  0.1238  0.42
H  1.7410  1.8592  -0.5758  0.22
H  1.1789  2.1072  0.9533  0.25

No. 5
The following is a quantum chemistry calculation of C5H7NO4 in the gas phase, from the OMol25 dataset.

The energy above the lowest of the compared OMol25 structures with the same formula, charge and spin comes out at 215.4 kJ/mol. As for the LUMO energy: 0.35 eV. As for the strongest force on any atom: 5.20 eV/A. As for the SMILES: [H]/N=C(\O)C(=O)OCC(C)=O. As for the multiplicity: 1.

Last column: Mulliken charge in e.
Positions of all 17 atoms, in Å:
C  -3.2644  -0.2151  0.3433  -1.16
C  -1.9133  0.4323  0.2535  0.78
O  -1.7537  1.6303  0.1868  -0.52
C  -0.7368  -0.5258  0.2695  -0.55
O  0.4694  0.2077  0.3862  -0.17
C  1.6214  -0.4337  0.2665  0.39
O  1.7790  -1.6198  0.3391  -0.48
C  2.7061  0.5778  -0.0305  0.51
N  3.8423  0.7080  0.4606  -0.58
H  -4.0461  0.5026  0.0729  0.32
H  -3.3213  -1.1082  -0.2939  0.35
H  -3.4216  -0.5449  1.3824  0.31
H  -0.8408  -1.2286  1.1099  0.33
H  -0.7383  -1.1108  -0.6627  0.35
O  2.9243  1.0614  -1.5170  -0.56
H  2.3285  0.5097  -2.0472  0.31
H  4.3653  1.1571  -0.5193  0.37